2 unconnected molecules or ions with the total composition C4H12S2 in a non-equilibrium geometry. Source: the Open Molecules 2025 dataset; level of theory: wB97M-V/def2-TZVPD.

E, eV: -26012.700
HOMO energy, eV: -8.59
SMILES: CCS.CCS
Energy relative to the best compared isomer or geometry (same formula, charge and spin), kcal/mol: 9.6
Frontier orbital gap, eV: 9.42

Structure (XYZ):
```
18
C4H12S2, DFT wB97M-V/def2-TZVPD
C -0.052 -1.382 -2.443
C -0.711 -2.021 -1.245
S -1.905 -0.822 -0.560
H 0.531 -2.118 -3.003
H -0.783 -0.883 -3.064
H 0.676 -0.639 -2.112
H -0.031 -2.304 -0.445
H -1.347 -2.867 -1.486
H -1.749 -0.961 0.760
C -0.187 1.591 2.047
C 1.023 2.066 1.219
S 1.714 0.763 0.173
H -1.064 1.477 1.405
H 0.036 0.628 2.507
H -0.486 2.391 2.724
H 1.782 2.450 1.893
H 0.651 2.831 0.543
H 1.902 -0.199 1.085
```

2 unconnected molecules or ions with the total composition C4H12S2 in a non-equilibrium geometry. Source: the Open Molecules 2025 dataset; level of theory: wB97M-V/def2-TZVPD.

E, eV: -26012.829
HOMO energy, eV: -9.00
SMILES: CCS.CCS
Energy relative to the best compared isomer or geometry (same formula, charge and spin), kcal/mol: 6.7
Frontier orbital gap, eV: 9.82

Structure (XYZ):
```
18
C4H12S2, DFT wB97M-V/def2-TZVPD
C 1.980 -3.162 0.740
C 2.135 -1.654 0.743
S 2.238 -0.931 -0.948
H 2.822 -3.636 0.245
H 1.002 -3.468 0.361
H 1.955 -3.500 1.773
H 1.321 -1.114 1.215
H 3.071 -1.355 1.220
H 0.920 -0.961 -1.182
C -2.999 2.412 -0.766
C -1.499 2.178 -0.666
S -1.090 1.641 1.035
H -3.245 2.612 -1.817
H -3.251 3.343 -0.246
H -3.558 1.571 -0.381
H -1.073 1.433 -1.340
H -0.945 3.102 -0.812
H 0.216 1.490 0.828
```

2 unconnected molecules or ions with the total composition C4H12S2 in a non-equilibrium geometry. Source: the Open Molecules 2025 dataset; level of theory: wB97M-V/def2-TZVPD.

E, eV: -26002.937
HOMO energy (alpha / beta), eV: -12.43 / -12.43
Multiplicity: 2
Charge: +1
Energy relative to the best compared isomer or geometry (same formula, charge and spin), kcal/mol: 32.0
Frontier orbital gap (alpha / beta), eV: 6.33 / 3.66

Structure (XYZ):
```
18
C4H12S2, DFT wB97M-V/def2-TZVPD
C 1.646 0.145 4.602
S 3.107 -0.698 3.828
S 4.650 -1.788 4.596
H 0.769 -0.419 4.306
H 1.830 0.025 5.673
H 1.525 1.199 4.324
H 5.266 -0.846 5.324
C -0.966 0.225 -4.002
C -1.882 -0.412 -2.981
C -2.342 0.600 -1.901
H -1.283 1.230 -4.291
H -0.055 0.556 -3.476
H -0.710 -0.456 -4.811
H -2.847 -0.494 -3.517
H -1.532 -1.366 -2.575
H -1.409 1.129 -1.592
H -2.822 -0.007 -1.138
H -2.944 1.377 -2.370
```

2 unconnected molecules or ions with the total composition C4H13BN2 in a non-equilibrium geometry. Source: the Open Molecules 2025 dataset; level of theory: wB97M-V/def2-TZVPD.

E, eV: -8012.765
HOMO energy, eV: -9.24
SMILES: CBN(C)C.C=N
Energy relative to the best compared isomer or geometry (same formula, charge and spin), kcal/mol: 75.7
Frontier orbital gap, eV: 10.00

Structure (XYZ):
```
20
C4H13BN2, DFT wB97M-V/def2-TZVPD
C 1.279 -2.018 0.232
B 0.269 -0.785 -0.122
N 1.102 0.362 -0.365
C 2.402 0.396 0.335
C 0.653 1.549 -0.957
H 1.311 -2.241 -0.775
H 0.748 -2.844 0.695
H 2.384 -1.968 0.683
H -0.724 -0.958 -0.398
H 2.488 -0.089 1.369
H 3.250 -0.034 -0.281
H 2.686 1.446 0.676
H -0.428 1.721 -1.068
H 1.082 2.378 -0.382
H 0.962 1.656 -1.957
C -4.297 0.325 0.468
N -3.212 -0.180 0.807
H -4.956 0.508 1.231
H -4.521 1.057 -0.276
H -2.479 -0.281 0.084
```

A molecular structure, C4H13BNO6PSb in a non-equilibrium geometry. Source: the Open Molecules 2025 dataset; level of theory: wB97M-V/def2-TZVPD.

E, eV: -34634.908
HOMO energy, eV: -3.36
Charge: -1
Frontier orbital gap, eV: 6.29

Structure (XYZ):
```
27
C4H13BNO6PSb, DFT wB97M-V/def2-TZVPD
C 4.488 0.222 -0.215
C 3.085 0.949 -0.531
O 2.787 1.067 -1.746
O 2.218 1.449 0.493
C 1.344 0.363 0.952
O 1.423 0.045 2.149
C 0.423 -0.310 -0.147
Sb -1.728 -0.532 0.432
B -1.553 -2.711 -0.181
O -1.937 -3.048 -1.545
O -1.055 -3.736 0.710
P -2.011 1.904 0.909
N -3.676 2.419 0.474
O -1.013 2.798 -0.200
H 4.731 0.426 0.877
H 5.278 0.655 -0.918
H 4.319 -0.891 -0.441
H 0.858 -1.365 -0.331
H 0.454 0.221 -1.162
H -1.273 -0.882 2.081
H -3.418 -0.763 0.939
H -2.233 -0.192 -1.238
H -1.367 -2.457 -2.097
H -1.652 -3.865 1.475
H -3.699 2.571 -0.552
H -3.817 3.369 0.863
H -0.976 2.294 -1.048
```

A molecular structure, C4H13BrFINbO2 in a non-equilibrium geometry. Source: the Open Molecules 2025 dataset; level of theory: wB97M-V/def2-TZVPD.

E, eV: -90866.436
HOMO energy, eV: -5.43
Charge: -1
Frontier orbital gap, eV: 8.19

Structure (XYZ):
```
23
C4H13BrFINbO2, DFT wB97M-V/def2-TZVPD
F 5.606 0.561 1.163
Nb 4.358 0.737 2.569
Br 2.115 1.244 1.435
I 4.108 -1.976 3.226
H 3.591 1.123 4.144
H 5.623 0.838 3.785
H 4.733 2.449 2.754
C -2.204 -2.251 -1.246
O -2.800 -1.198 -1.980
C -3.311 -0.158 -1.165
C -2.362 1.020 -1.067
O -1.169 0.680 -0.400
C -0.065 0.461 -1.261
H -1.691 -2.891 -1.962
H -1.482 -1.878 -0.517
H -2.964 -2.843 -0.723
H -3.522 -0.533 -0.157
H -4.254 0.176 -1.610
H -2.855 1.813 -0.493
H -2.151 1.409 -2.071
H 0.299 1.407 -1.675
H -0.333 -0.212 -2.081
H 0.730 0.019 -0.667
```

A molecular structure, C4H13FeO9P in a non-equilibrium geometry. Source: the Open Molecules 2025 dataset; level of theory: wB97M-V/def2-TZVPD.

E, eV: -66458.275
HOMO energy (alpha / beta), eV: 2.63 / 2.07
Multiplicity: 5
Charge: -2
Energy relative to the best compared isomer or geometry (same formula, charge and spin), kcal/mol: 138.1
Frontier orbital gap (alpha / beta), eV: 2.30 / 2.80

Structure (XYZ):
```
28
C4H13FeO9P, DFT wB97M-V/def2-TZVPD
Fe 18.434 15.251 1.982
O 20.096 16.091 2.649
H 20.878 16.590 2.342
P 17.542 14.946 4.402
O 18.570 14.147 3.673
O 16.998 15.705 3.150
O 18.676 15.547 5.234
O 16.775 13.757 5.087
C 16.683 14.180 -0.136
C 16.708 15.678 -0.374
O 17.696 16.375 0.330
O 16.992 13.779 1.179
H 17.332 13.657 -0.840
H 15.695 13.813 -0.415
H 15.698 16.058 -0.221
H 16.877 15.857 -1.435
H 17.549 17.300 0.119
H 16.488 12.965 1.254
C 21.802 13.031 0.344
C 20.540 13.856 0.074
O 19.574 13.669 1.120
O 22.717 13.446 1.343
H 22.372 13.080 -0.584
H 21.417 12.012 0.393
H 20.103 13.781 -0.922
H 20.922 14.874 0.005
H 19.404 12.733 1.249
H 22.200 13.266 2.131
```

3 unconnected molecules or ions with the total composition C4H13INO2 in a non-equilibrium geometry. Source: the Open Molecules 2025 dataset; level of theory: wB97M-V/def2-TZVPD.

E, eV: -18045.711
HOMO energy, eV: -3.46
Charge: -1
Energy relative to the best compared isomer or geometry (same formula, charge and spin), kcal/mol: 36.2
Frontier orbital gap, eV: 6.39

Structure (XYZ):
```
21
C4H13INO2, DFT wB97M-V/def2-TZVPD
I 3.457 0.753 4.564
C -2.437 -1.125 -0.683
C -1.233 -1.733 0.006
C 0.046 -1.396 -0.796
O 0.116 -0.013 -1.160
C 1.226 0.122 -2.007
N -1.156 -0.997 1.242
H -2.724 -0.122 -0.367
H -3.343 -1.692 -0.470
H -2.432 -1.269 -1.763
H -1.351 -2.816 0.044
H 0.032 -1.918 -1.753
H 0.930 -1.573 -0.183
H 1.582 1.115 -2.282
H 0.901 -0.306 -2.956
H 2.183 -0.347 -1.778
H -0.326 -1.098 1.808
H -1.181 -0.080 0.820
O 1.707 4.998 2.277
H 1.689 5.235 3.204
H 2.316 4.261 2.229
```

2 unconnected molecules or ions with the total composition C4H13N in a non-equilibrium geometry. Source: the Open Molecules 2025 dataset; level of theory: wB97M-V/def2-TZVPD.

E, eV: -5846.713
HOMO energy (alpha / beta), eV: 1.58 / -6.25
Multiplicity: 2
Charge: -1
Energy relative to the best compared isomer or geometry (same formula, charge and spin), kcal/mol: 10.2
Frontier orbital gap (alpha / beta), eV: 1.95 / 10.16

Structure (XYZ):
```
18
C4H13N, DFT wB97M-V/def2-TZVPD
C -5.833 -0.640 0.804
C -4.932 -0.472 -0.419
H -5.733 0.158 1.534
H -6.860 -0.775 0.488
H -5.565 -1.548 1.337
H -5.272 0.314 -1.100
H -5.037 -1.323 -1.111
H -3.899 -0.320 -0.075
C 3.985 0.107 -1.334
C 3.169 0.668 -0.164
N 3.944 0.322 1.089
H 5.052 0.204 -1.094
H 3.780 0.726 -2.204
H 3.809 -0.967 -1.401
H 2.312 0.030 0.024
H 2.990 1.722 -0.296
H 3.651 0.866 1.898
H 4.948 0.470 1.073
```

2 unconnected molecules or ions with the total composition C4H13N in a non-equilibrium geometry. Source: the Open Molecules 2025 dataset; level of theory: wB97M-V/def2-TZVPD.

E, eV: -5847.310
HOMO energy, eV: -8.59
SMILES: CNC.CC
Energy relative to the best compared isomer or geometry (same formula, charge and spin), kcal/mol: 30.5
Frontier orbital gap, eV: 9.82

Structure (XYZ):
```
18
C4H13N, DFT wB97M-V/def2-TZVPD
C -0.802 3.762 -1.792
N -1.480 3.167 -2.883
C -2.884 2.764 -2.525
H -1.443 4.547 -1.377
H -0.769 3.111 -0.887
H 0.150 4.207 -2.084
H -0.988 2.406 -3.364
H -3.025 2.356 -1.449
H -3.342 2.375 -3.429
H -3.500 3.626 -2.353
C 1.822 -4.324 3.704
C 3.183 -5.020 3.078
H 1.515 -4.892 4.601
H 1.047 -4.113 2.928
H 2.144 -3.267 3.995
H 4.107 -4.688 3.667
H 3.171 -6.122 3.175
H 3.381 -4.807 1.963
```

C4H13N2 in the gas phase in a non-equilibrium geometry. Source: the Open Molecules 2025 dataset; level of theory: wB97M-V/def2-TZVPD.

E, eV: -7334.228
HOMO energy (alpha / beta), eV: -3.47 / -9.16
Multiplicity: 2
Energy relative to the best compared isomer or geometry (same formula, charge and spin), kcal/mol: 70.4
Frontier orbital gap (alpha / beta), eV: 4.34 / 9.89

Structure (XYZ):
```
19
C4H13N2, DFT wB97M-V/def2-TZVPD
N -1.240 -1.975 0.642
C -0.549 -0.846 -0.192
C -1.569 0.153 -0.417
C 0.706 -0.181 0.409
N 0.883 1.287 0.191
C 1.949 1.741 -0.601
H -0.583 -2.708 0.895
H -2.151 -2.256 0.255
H -1.530 -1.540 1.579
H -0.283 -1.484 -1.079
H -1.977 0.594 0.522
H -1.131 0.980 -0.912
H -2.252 -0.393 -1.105
H 1.673 -0.564 -0.046
H 0.745 -0.392 1.574
H 0.858 1.891 0.948
H 1.881 2.851 -0.702
H 1.672 1.370 -1.656
H 2.896 1.470 -0.304
```

2 unconnected molecules or ions with the total composition C4H13N2 in a non-equilibrium geometry. Source: the Open Molecules 2025 dataset; level of theory: wB97M-V/def2-TZVPD.

E, eV: -7328.480
HOMO energy, eV: -13.02
Charge: +1
Energy relative to the best compared isomer or geometry (same formula, charge and spin), kcal/mol: 115.5
Frontier orbital gap, eV: 4.83

Structure (XYZ):
```
19
C4H13N2, DFT wB97M-V/def2-TZVPD
N 2.486 -2.685 -0.665
C -2.460 0.571 -0.842
C -1.774 -0.357 0.171
N -0.676 0.121 0.874
C 0.128 1.078 0.291
C 1.332 1.437 1.213
H 2.657 -2.871 -1.637
H 3.024 -3.338 -0.087
H -2.734 1.499 -0.328
H -3.392 0.109 -1.153
H -1.921 0.879 -1.736
H -1.549 -1.297 -0.376
H -2.513 -0.680 0.915
H 2.827 -1.794 -0.314
H -0.525 1.968 0.138
H 0.419 0.814 -0.745
H 2.064 1.965 0.616
H 0.881 2.044 1.994
H 1.725 0.539 1.671
```